9
Properties=species:S:1:pos:R:3:forces:R:3:nbo_charge:R:1 method="wB97M-V/def2-TZVPD" lumo_energy_ev=0.498 e_tot_ev=-41735.7081 relative_energy_kcal_mol=40.6 fmax_ha_per_bohr=0.081 orbital_gap_ha=0.3653 charge=0
C -0.2115 1.3755 0.0140 2.41 -2.99 -0.95 0.137
C 1.7130 0.8787 -0.0838 -3.58 2.12 0.46 -0.334
O -0.2697 2.6458 0.3430 -0.03 2.93 2.10 -0.704
Cl -0.8675 0.1880 1.1663 -0.57 0.42 -0.04 -0.066
Cl 2.0913 0.2847 -1.6877 0.11 0.10 0.55 0.014
Cl 2.0997 -0.1296 1.2795 0.49 -0.06 -0.48 0.024
H -0.7486 1.2168 -0.9740 1.11 0.16 1.13 0.207
H 2.0142 1.9298 0.1349 0.47 -1.05 -0.64 0.213
H -0.0369 2.9756 1.2839 -0.41 -1.61 -2.13 0.509